A molecular structure, C39H43BiClP2Si2 at a distorted geometry. Source: the Open Molecules 2025 dataset; level of theory: ωB97M-V with the def2-TZVPD basis set.

ORCA input file:
```
! wB97M-V def2-TZVPD RIJCOSX def2/J DEFGRID3
* xyz 1 1
C -2.26 -0.70 3.20
C -3.62 -0.50 2.62
C -3.65 -0.88 1.30
H -4.46 -0.22 3.25
C -2.32 -1.24 0.85
C -1.40 -1.01 1.96
H -0.43 -1.51 2.06
H -2.22 -1.57 3.88
H -4.53 -0.95 0.66
H -2.09 -1.82 -0.05
Bi -1.15 1.04 0.78
Si 2.57 -1.49 -1.40
C 1.74 0.12 -1.65
C 2.23 1.15 -2.55
H 2.94 0.83 -3.32
C 2.29 2.50 -2.05
H 3.16 3.12 -2.25
C 1.23 2.93 -1.32
H 1.12 3.92 -0.86
C 0.11 2.00 -1.22
H -0.90 2.43 -1.08
C 0.48 0.55 -1.05
H -0.21 -0.26 -0.68
C 1.50 -2.92 -0.93
C 0.18 -3.03 -1.39
H -0.25 -2.23 -2.01
C -0.57 -4.17 -1.08
H -1.60 -4.23 -1.43
C 0.00 -5.21 -0.34
H -0.59 -6.10 -0.11
C 1.31 -5.10 0.12
H 1.76 -5.89 0.71
C 2.06 -3.95 -0.17
H 3.08 -3.84 0.20
H 3.40 -0.99 -0.06
Si 0.18 1.04 -2.81
C -0.50 -0.48 -3.72
C -1.82 -0.89 -3.52
H -2.49 -0.32 -2.87
C -2.29 -2.03 -4.19
H -3.32 -2.35 -4.04
C -1.45 -2.73 -5.05
H -1.80 -3.62 -5.57
C -0.14 -2.29 -5.28
H 0.52 -2.81 -5.98
C 0.33 -1.15 -4.62
H 1.34 -0.79 -4.83
C -0.18 2.29 -4.19
C -1.40 2.98 -4.18
H -2.10 2.85 -3.35
C -1.73 3.83 -5.24
H -2.69 4.37 -5.23
C -0.85 4.01 -6.31
H -1.11 4.67 -7.14
C 0.38 3.33 -6.32
H 1.08 3.47 -7.14
C 0.71 2.48 -5.25
H 1.68 1.97 -5.27
H 3.73 -1.67 -0.54
Cl 3.55 -2.00 -3.13
C 2.46 0.82 1.59
P 0.98 1.34 2.51
C 1.44 3.06 2.97
C 1.12 0.45 4.13
C 2.38 0.11 4.62
C 2.52 -0.62 5.81
C 1.40 -0.97 6.55
C 0.13 -0.59 6.10
C -0.03 0.13 4.91
P -1.72 0.58 4.41
C -2.80 0.29 5.81
C -1.90 2.30 3.98
H 3.35 1.24 2.06
H 2.40 1.17 0.56
H 2.51 -0.28 1.59
H 0.98 3.34 3.93
H 2.53 3.11 3.06
H 1.10 3.76 2.19
H 3.28 0.39 4.06
H 3.52 -0.90 6.15
H 1.50 -1.54 7.47
H -0.74 -0.87 6.69
H -2.31 0.64 6.73
H -3.73 0.86 5.66
H -3.04 -0.77 5.90
H -1.09 2.89 4.43
H -1.94 2.48 2.89
H -2.85 2.64 4.41
*
```

- HOMO level (spin up / spin down) (eV) = -7.509 / -7.518
- E (eV) = -93818.8805
- E_LUMO (spin up / spin down) (eV) = -3.328 / -3.312
- relative energy (zero: lowest compared OMol25 entry of this formula, charge and spin) (kcal per mole) = 100.07


A molecular structure, C39H43BrIN6O4SSiV at a distorted geometry. Source: the Open Molecules 2025 dataset; level of theory: ωB97M-V with the def2-TZVPD basis set.

ORCA input file:
```
! wB97M-V def2-TZVPD RIJCOSX def2/J DEFGRID3
* xyz 1 2
V 0.57 -0.41 0.84
O 3.72 -4.17 -1.11
C 4.19 -2.97 -1.54
C 5.53 -2.77 -1.85
C 5.97 -1.54 -2.31
C 5.07 -0.50 -2.49
C 3.74 -0.69 -2.17
C 3.29 -1.91 -1.67
C 1.87 -2.07 -1.20
O 1.52 -1.13 -0.24
N 0.93 -1.95 -2.34
N -0.34 -1.54 -2.06
C -1.28 -1.94 -2.81
C -2.64 -1.41 -2.75
Br -2.83 0.30 -1.93
C -3.73 -1.99 -3.26
C -3.82 -3.38 -3.72
C -3.13 -4.41 -3.08
C -3.29 -5.73 -3.48
C -4.15 -6.04 -4.52
C -4.86 -5.03 -5.16
C -4.70 -3.71 -4.76
H 4.44 -4.81 -1.11
H 6.23 -3.59 -1.74
H 7.02 -1.41 -2.53
H 5.41 0.45 -2.89
H 3.02 0.11 -2.31
H 1.78 -3.06 -0.74
H 1.00 -2.73 -2.99
H -1.10 -2.67 -3.60
H -4.65 -1.42 -3.29
H -2.51 -4.18 -2.22
H -2.75 -6.51 -2.97
H -4.28 -7.07 -4.82
H -5.54 -5.27 -5.96
H -5.26 -2.93 -5.26
C -3.29 0.20 3.03
C -2.04 0.75 3.65
N -2.08 1.24 4.87
C -0.98 1.78 5.42
C 0.21 1.94 4.74
C 1.41 2.54 5.42
O 2.57 1.81 5.03
C 0.28 1.44 3.43
C 1.39 1.69 2.55
N 1.59 1.09 1.41
C 2.62 1.65 0.59
C 3.93 1.72 1.05
C 4.91 2.34 0.30
C 4.59 2.92 -0.92
C 3.29 2.85 -1.40
C 2.31 2.20 -0.65
I 0.34 2.12 -1.39
C -0.84 0.75 2.91
O -0.67 0.11 1.78
H -4.00 -0.09 3.80
H -3.76 0.97 2.41
H -3.08 -0.64 2.37
H -1.09 2.11 6.44
H 1.52 3.59 5.14
H 1.27 2.49 6.50
H 3.27 1.96 5.66
H 2.04 2.52 2.80
H 4.17 1.30 2.02
H 5.92 2.39 0.68
H 5.35 3.43 -1.51
H 3.02 3.30 -2.34
C -2.83 -2.56 5.93
C -3.20 -3.17 4.62
C -4.27 -3.99 4.41
C -4.47 -4.51 3.11
N -3.66 -4.23 2.11
C -2.61 -3.41 2.30
S -1.56 -2.99 1.07
N -2.39 -2.90 3.56
C -5.62 -5.41 2.82
H -3.54 -2.85 6.69
H -2.81 -1.47 5.85
H -1.84 -2.89 6.23
H -4.94 -4.23 5.21
H -1.60 -2.29 3.67
H -5.85 -6.05 3.68
H -5.42 -6.02 1.94
H -6.51 -4.80 2.62
C 1.00 -1.90 4.25
Si 1.72 -1.95 2.48
C 1.74 -3.78 1.97
C 3.55 -1.42 2.63
H 1.81 -2.10 4.96
H 0.26 -2.70 4.38
H 0.55 -0.95 4.52
H 1.91 -4.39 2.87
H 2.55 -4.00 1.27
H 0.81 -4.11 1.52
H 4.11 -2.22 3.12
H 3.65 -0.53 3.25
H 4.01 -1.23 1.66
*
```

- HOMO level (spin up / spin down) (eV) = -9.902 / -9.901
- E (eV) = -180809.6929
- E_LUMO (spin up / spin down) (eV) = -3.299 / -3.568
- relative energy (zero: lowest compared OMol25 entry of this formula, charge and spin) (kcal per mole) = 27.31


14 unconnected molecules or ions with the total composition C39H43Cl39IN2OPS at a distorted geometry. Source: the Open Molecules 2025 dataset; level of theory: ωB97M-V with the def2-TZVPD basis set.

ORCA input file:
```
! wB97M-V def2-TZVPD RIJCOSX def2/J DEFGRID3
* xyz 0 1
C -6.21 0.81 1.26
C -6.65 1.58 0.01
P -5.88 3.29 -0.03
C -6.87 4.21 1.21
C -4.21 2.99 0.66
C -3.94 3.04 2.02
C -2.68 2.78 2.51
C -1.64 2.46 1.65
C -1.90 2.42 0.29
C -3.17 2.68 -0.24
C -3.35 2.61 -1.74
C -3.42 1.17 -2.26
C -3.23 1.06 -3.76
I -4.94 1.75 -4.86
S -0.52 2.00 -0.76
C 0.22 0.75 0.26
C 0.76 -0.40 -0.27
C 1.32 -1.37 0.56
C 1.89 -2.62 -0.08
C 3.36 -2.50 -0.55
C 4.14 -1.41 0.19
O 5.53 -1.72 0.09
C 1.32 -1.16 1.94
C 1.84 -2.15 2.92
C 3.07 -2.01 3.54
C 3.42 -2.98 4.47
C 2.61 -4.07 4.73
N 1.41 -4.20 4.14
C 1.06 -3.25 3.29
C 0.78 0.01 2.45
C 0.22 0.98 1.63
N -0.34 2.18 2.14
H -6.83 -0.07 1.45
H -6.24 1.46 2.13
H -5.19 0.43 1.16
H -7.73 1.69 -0.05
H -6.25 1.05 -0.86
H -6.85 5.28 1.01
H -7.91 3.91 1.08
H -6.61 4.00 2.25
H -4.74 3.26 2.72
H -2.47 2.81 3.58
H -4.19 3.22 -2.08
H -2.45 3.07 -2.17
H -2.62 0.60 -1.78
H -4.38 0.73 -1.96
H -2.37 1.62 -4.12
H -3.09 0.02 -4.03
H 0.74 -0.54 -1.34
H 1.73 -3.51 0.54
H 1.29 -2.80 -0.98
H 3.85 -3.46 -0.44
H 3.39 -2.24 -1.61
H 3.87 -1.42 1.24
H 3.91 -0.44 -0.26
H 5.99 -1.03 0.59
H 3.72 -1.17 3.34
H 4.36 -2.89 5.01
H 2.91 -4.82 5.45
H 0.08 -3.35 2.84
H 0.76 0.20 3.52
H -0.38 2.14 3.15
C 4.60 2.24 2.69
Cl 5.73 0.91 2.40
Cl 2.94 1.70 2.42
Cl 4.81 2.88 4.32
H 4.82 3.04 1.99
C 6.92 0.38 -2.05
Cl 6.24 0.14 -3.65
Cl 8.59 0.93 -2.15
Cl 5.94 1.53 -1.12
H 6.89 -0.57 -1.53
C -10.80 5.10 1.64
Cl -9.77 6.40 2.24
Cl -10.87 5.12 -0.12
Cl -10.23 3.53 2.22
H -11.80 5.26 2.02
C 5.62 4.08 7.78
Cl 7.29 4.57 8.07
Cl 5.30 2.50 8.50
Cl 4.50 5.29 8.41
H 5.48 4.00 6.71
C 3.34 -8.10 3.09
Cl 1.93 -9.04 3.59
Cl 3.69 -8.37 1.38
Cl 3.09 -6.39 3.43
H 4.19 -8.45 3.66
C 8.23 -0.42 -7.25
Cl 9.24 -1.83 -7.53
Cl 6.50 -0.83 -7.34
Cl 8.58 0.29 -5.68
H 8.44 0.32 -8.01
C 7.56 -2.96 -11.57
Cl 6.89 -2.23 -10.11
Cl 8.28 -4.52 -11.20
Cl 6.32 -3.11 -12.82
H 8.34 -2.31 -11.94
C 3.73 -4.17 -4.63
Cl 5.26 -5.03 -4.68
Cl 2.80 -4.61 -3.19
Cl 3.99 -2.42 -4.68
H 3.15 -4.44 -5.50
C -8.66 -0.88 -2.41
Cl -7.09 -1.38 -3.01
Cl -8.96 -1.57 -0.81
Cl -8.75 0.88 -2.36
H -9.43 -1.23 -3.08
C -8.24 1.81 5.10
Cl -6.54 2.28 5.24
Cl -8.42 0.47 3.96
Cl -8.90 1.39 6.68
H -8.79 2.66 4.71
C -6.16 5.62 -6.56
Cl -6.81 5.57 -8.20
Cl -4.52 6.28 -6.55
Cl -7.21 6.57 -5.50
H -6.12 4.61 -6.18
C 4.50 -7.78 -7.66
Cl 3.57 -9.17 -7.10
Cl 3.59 -6.28 -7.40
Cl 6.08 -7.72 -6.89
H 4.65 -7.89 -8.73
C 3.13 1.74 12.06
Cl 4.21 1.66 13.44
Cl 3.36 3.24 11.16
Cl 3.35 0.34 11.00
H 2.11 1.73 12.43
*
```

- HOMO level (eV) = -7.773
- E (eV) = -562767.0104
- E_LUMO (eV) = 0.203


A molecular structure, C39H43ClP2PdSi2 at a distorted geometry. Source: the Open Molecules 2025 dataset; level of theory: ωB97M-V with the def2-TZVPD basis set.

ORCA input file:
```
! wB97M-V def2-TZVPD RIJCOSX def2/J DEFGRID3
* xyz 2 5
C 0.61 2.07 -0.59
C 1.81 1.30 -0.72
C 1.59 0.30 -1.72
H 2.73 1.45 -0.15
C 0.25 0.47 -2.22
C -0.34 1.57 -1.52
H -1.36 1.93 -1.65
H 0.43 2.92 0.08
H 2.29 -0.45 -2.07
H -0.22 -0.13 -2.99
Pd 0.12 -0.17 -0.03
Si 2.11 -5.78 -2.82
C 2.14 -7.45 -1.95
C 1.07 -8.37 -2.04
H 0.17 -8.12 -2.61
C 1.16 -9.61 -1.39
H 0.32 -10.31 -1.44
C 2.31 -9.95 -0.68
H 2.38 -10.91 -0.18
C 3.38 -9.05 -0.61
H 4.29 -9.32 -0.07
C 3.30 -7.81 -1.24
H 4.14 -7.11 -1.18
C 1.55 -6.14 -4.54
C 2.39 -6.98 -5.30
H 3.34 -7.33 -4.88
C 2.02 -7.37 -6.60
H 2.69 -8.00 -7.18
C 0.83 -6.90 -7.15
H 0.58 -7.15 -8.17
C -0.02 -6.09 -6.41
H -0.93 -5.69 -6.84
C 0.32 -5.74 -5.09
H -0.38 -5.14 -4.49
H 3.48 -5.25 -2.85
Si 0.52 -4.42 -1.47
C 1.14 -3.12 -2.76
C 2.48 -2.81 -3.06
H 3.29 -3.09 -2.36
C 2.82 -2.20 -4.28
H 3.86 -1.99 -4.50
C 1.85 -1.92 -5.23
H 2.12 -1.56 -6.22
C 0.51 -2.11 -4.88
H -0.26 -1.83 -5.58
C 0.17 -2.66 -3.64
H -0.88 -2.79 -3.37
C 1.75 -4.34 0.00
C 2.70 -3.34 0.22
H 2.64 -2.40 -0.36
C 3.76 -3.56 1.12
H 4.54 -2.80 1.22
C 3.83 -4.75 1.85
H 4.69 -4.95 2.51
C 2.79 -5.67 1.74
H 2.79 -6.58 2.34
C 1.75 -5.46 0.83
H 0.95 -6.20 0.69
H -0.45 -5.53 -1.57
Cl -1.26 -3.49 -0.71
C -3.22 -0.51 -0.90
P -2.13 -0.58 0.54
C -2.76 -1.93 1.58
C -2.39 0.90 1.57
C -3.49 1.74 1.42
C -3.50 2.97 2.09
C -2.42 3.34 2.90
C -1.32 2.49 3.07
C -1.29 1.27 2.38
P 0.20 0.20 2.22
C 1.64 1.14 2.71
C 0.09 -1.21 3.34
H -4.27 -0.49 -0.54
H -3.05 -1.42 -1.50
H -3.02 0.39 -1.51
H -2.93 -1.57 2.60
H -3.71 -2.27 1.16
H -2.06 -2.77 1.58
H -4.32 1.45 0.77
H -4.35 3.64 1.97
H -2.44 4.30 3.41
H -0.50 2.77 3.74
H 1.79 1.01 3.78
H 2.51 0.75 2.16
H 1.52 2.20 2.47
H 0.24 -2.15 2.78
H -0.89 -1.23 3.84
H 0.88 -1.10 4.09
*
```

- HOMO level (spin up / spin down) (eV) = -11.975 / -12.691
- E (eV) = -91458.9833
- E_LUMO (spin up / spin down) (eV) = -4.968 / -9.616
- relative energy (zero: lowest compared OMol25 entry of this formula, charge and spin) (kcal per mole) = 17.62


A molecular structure, C39H43HgN4OPS3Sb2 at a distorted geometry. Source: the Open Molecules 2025 dataset; level of theory: ωB97M-V with the def2-TZVPD basis set.

ORCA input file:
```
! wB97M-V def2-TZVPD RIJCOSX def2/J DEFGRID3
* xyz -2 1
Hg -0.55 -0.93 1.00
S 0.47 -1.22 5.18
Sb -1.59 -1.59 4.05
S -1.99 0.35 2.42
S -0.98 -3.14 2.31
O -3.14 -0.60 -3.39
P -3.85 0.03 -2.26
N -4.43 -1.00 -1.13
C -3.70 -2.26 -0.79
C -4.37 -2.84 0.43
C -5.78 -2.11 0.49
C -5.35 -0.75 0.03
N -5.23 0.87 -2.75
C -6.39 0.16 -3.26
C -6.34 0.13 -4.79
C -5.35 1.28 -5.12
C -4.99 1.94 -3.71
N -2.94 1.22 -1.59
C -1.70 1.66 -2.14
C -1.00 2.40 -0.96
C -2.16 2.89 -0.05
C -3.40 2.09 -0.50
H -2.63 -2.08 -0.61
H -3.74 -2.97 -1.63
H -3.82 -2.49 1.32
H -4.41 -3.95 0.40
H -6.24 -2.13 1.47
H -6.42 -2.60 -0.25
H -4.83 -0.37 0.93
H -6.15 -0.05 -0.30
H -7.30 0.66 -2.97
H -6.42 -0.84 -2.81
H -7.32 0.46 -5.17
H -6.08 -0.81 -5.28
H -5.89 2.00 -5.80
H -4.44 0.91 -5.69
H -5.60 2.83 -3.53
H -3.94 2.26 -3.67
H -1.86 2.43 -2.89
H -1.14 0.87 -2.61
H -0.32 3.16 -1.31
H -0.31 1.75 -0.37
H -2.41 3.97 -0.14
H -1.92 2.69 1.02
H -4.06 2.81 -0.93
H -3.82 1.55 0.36
N 6.12 -3.53 -6.15
C 5.24 -3.23 -5.50
C 4.23 -2.87 -4.53
C 2.90 -2.66 -4.92
C 1.98 -2.42 -3.88
C 2.42 -2.20 -2.56
C 3.77 -2.41 -2.21
C 4.66 -2.72 -3.19
C 1.46 -1.85 -1.55
C 0.74 -1.35 -0.69
H 2.61 -2.86 -5.96
H 0.89 -2.32 -4.00
H 4.05 -2.39 -1.15
H 5.68 -2.92 -2.93
C 3.88 2.12 7.30
C 2.51 1.83 7.18
C 1.98 1.61 5.93
C 2.82 1.58 4.81
C 4.18 1.89 4.92
C 4.69 2.14 6.18
Sb 1.89 0.71 3.01
C 3.30 -0.88 2.90
C 2.81 -2.14 2.48
C 3.71 -3.20 2.43
C 5.01 -3.07 2.80
C 5.50 -1.83 3.22
C 4.66 -0.74 3.22
C 3.15 1.89 1.53
C 2.80 3.22 1.26
C 3.38 3.85 0.17
C 4.35 3.21 -0.62
C 4.77 1.93 -0.25
C 4.10 1.25 0.74
H 4.28 2.36 8.26
H 1.89 1.80 8.03
H 0.97 1.26 5.78
H 4.89 1.97 4.10
H 5.71 2.35 6.27
H 1.77 -2.37 2.30
H 3.32 -4.11 2.05
H 5.62 -3.97 2.92
H 6.48 -1.77 3.72
H 5.04 0.27 3.49
H 2.04 3.79 1.73
H 3.12 4.81 -0.13
H 4.73 3.76 -1.45
H 5.43 1.37 -0.93
H 4.27 0.19 0.87
*
```

- HOMO level (eV) = -1.477
- E (eV) = -108195.6649
- E_LUMO (eV) = 4.039